1.
This record from the Open Molecules 2025 dataset describes a structure of composition C27H74BrInO10P. The level of theory is wB97M-V/def2-TZVPD.

ORCA input file:
```
! wB97M-V def2-TZVPD RIJCOSX def2/J DEFGRID3
* xyz -1 1
O -1.978 -1.099 4.567
P -2.321 0.019 3.363
O -3.040 -1.027 2.228
In -4.463 1.169 4.233
C -5.476 -0.331 5.565
C -6.646 -1.195 5.064
C -6.643 -1.349 3.555
Br -7.881 -2.763 2.979
H -2.732 -1.249 5.152
H -3.873 -0.636 1.932
H -4.112 2.644 5.106
H -5.342 1.497 2.729
H -5.802 0.262 6.423
H -4.697 -1.001 5.951
H -7.604 -0.764 5.369
H -6.611 -2.198 5.501
H -6.968 -0.465 3.020
H -5.668 -1.655 3.179
C -0.147 -0.479 0.056
C 0.339 0.958 0.107
C 1.287 1.278 -1.038
O 0.954 1.246 1.361
H 0.711 -1.158 0.131
H -0.834 -0.692 0.875
H -0.656 -0.687 -0.887
H -0.521 1.630 0.075
H 2.174 0.639 -0.988
H 1.612 2.318 -0.983
H 0.813 1.113 -2.008
H 1.698 0.642 1.461
C 6.338 1.896 -2.014
C 5.425 1.164 -1.048
C 6.198 0.460 0.056
O 4.574 0.248 -1.738
H 7.023 1.200 -2.504
H 5.755 2.399 -2.785
H 6.947 2.641 -1.500
H 4.725 1.873 -0.598
H 6.877 -0.282 -0.376
H 5.516 -0.049 0.737
H 6.797 1.170 0.627
H 5.127 -0.416 -2.164
C -12.925 -2.849 3.796
C -11.929 -3.987 3.631
C -10.894 -3.998 4.741
O -11.295 -3.929 2.354
H -12.400 -1.890 3.777
H -13.656 -2.859 2.988
H -13.453 -2.925 4.749
H -12.471 -4.936 3.613
H -10.334 -3.061 4.722
H -10.179 -4.808 4.596
H -11.349 -4.101 5.727
H -10.707 -3.162 2.344
C -1.337 -3.731 -1.661
C -2.333 -4.618 -0.934
C -2.866 -3.976 0.333
O -1.755 -5.900 -0.659
H -0.478 -3.526 -1.016
H -0.980 -4.222 -2.567
H -1.782 -2.773 -1.931
H -3.165 -4.850 -1.604
H -2.049 -3.756 1.026
H -3.571 -4.642 0.830
H -3.364 -3.028 0.128
H -1.038 -5.759 -0.031
C 1.196 0.876 6.486
C 2.142 -0.238 6.077
C 2.335 -0.282 4.572
O 1.678 -1.498 6.564
H 0.215 0.697 6.038
H 1.084 0.908 7.570
H 1.553 1.847 6.139
H 3.110 -0.101 6.568
H 1.364 -0.471 4.103
H 3.020 -1.084 4.294
H 2.722 0.664 4.191
H 0.819 -1.660 6.152
C 8.608 5.252 -4.907
C 9.368 4.315 -3.982
C 10.842 4.242 -4.340
O 8.778 3.017 -3.974
H 8.688 4.900 -5.940
H 7.554 5.290 -4.633
H 9.017 6.263 -4.865
H 9.255 4.659 -2.951
H 10.961 3.865 -5.359
H 11.374 3.578 -3.659
H 11.304 5.231 -4.291
H 8.855 2.652 -4.863
C -9.631 -3.906 -0.820
C -9.251 -2.533 -1.354
C -8.274 -2.624 -2.517
O -8.741 -1.702 -0.320
H -8.740 -4.421 -0.447
H -10.341 -3.822 0.002
H -10.075 -4.524 -1.602
H -10.155 -2.016 -1.688
H -7.351 -3.111 -2.191
H -8.026 -1.629 -2.885
H -8.692 -3.210 -3.338
H -7.964 -2.130 0.060
C 11.577 6.375 -8.496
C 12.409 5.431 -7.645
C 13.877 5.441 -8.036
O 11.878 4.107 -7.681
H 11.630 6.080 -9.549
H 10.533 6.352 -8.183
H 11.942 7.400 -8.418
H 12.315 5.719 -6.596
H 13.993 5.122 -9.076
H 14.446 4.763 -7.401
H 14.300 6.443 -7.945
H 11.934 3.785 -8.588
*
```


2.
This record from the Open Molecules 2025 dataset describes a structure of composition C27H75BaF3N3O20S in a non-equilibrium geometry. The level of theory is wB97M-V/def2-TZVPD.

Summary:
<S²>: 0.750

ORCA input file:
```
! wB97M-V def2-TZVPD RIJCOSX def2/J DEFGRID3
* xyz 0 2
Ba 3.151 3.049 0.117
C -0.354 -0.381 0.287
F -0.480 0.287 -0.871
F -1.049 0.291 1.203
F -0.993 -1.549 0.160
S 1.481 -0.675 0.852
O 2.044 -1.627 -0.137
O 2.107 0.653 0.830
O 1.391 -1.303 2.221
C 4.069 -3.269 2.023
C 2.788 -4.123 2.369
O 2.813 -5.489 1.980
O 4.258 -2.918 0.638
H 4.991 -3.720 2.389
H 3.922 -2.343 2.579
H 2.003 -3.764 1.703
H 2.536 -4.061 3.428
H 3.217 -5.571 1.114
H 3.475 -2.594 0.188
C 5.009 2.348 3.048
C 5.379 1.077 2.274
O 5.019 1.136 0.913
O 3.602 2.493 2.913
H 5.530 3.209 2.630
H 5.364 2.374 4.078
H 4.934 0.303 2.900
H 6.459 0.943 2.335
H 5.582 0.620 0.332
H 3.237 2.365 3.791
C -0.854 -1.819 4.409
C -1.923 -2.538 5.230
O -2.546 -3.566 4.558
O -0.029 -2.881 3.866
H -0.257 -1.103 4.973
H -1.248 -1.163 3.632
H -2.706 -1.874 5.594
H -1.511 -3.056 6.096
H -1.813 -4.035 4.152
H 0.514 -2.541 3.150
C 3.067 1.091 -3.030
C 4.356 0.689 -2.312
O 4.943 1.824 -1.697
O 2.101 1.483 -2.062
H 2.622 0.264 -3.583
H 3.274 1.908 -3.721
H 5.120 0.253 -2.955
H 4.148 -0.050 -1.538
H 5.836 1.885 -2.044
H 1.267 1.583 -2.526
C -0.199 4.795 -0.358
C -0.425 3.689 0.697
O 0.737 3.619 1.539
O 0.946 4.568 -1.092
H -0.097 5.725 0.202
H -1.075 5.041 -0.959
H -0.595 2.718 0.232
H -1.333 3.819 1.286
H 0.612 3.006 2.267
H 0.836 5.084 -1.894
C -3.569 1.646 3.385
C -3.927 0.162 3.163
O -5.367 -0.155 3.171
O -4.072 2.156 4.616
H -3.872 2.208 2.501
H -2.502 1.865 3.426
H -3.550 -0.460 3.975
H -3.455 -0.129 2.224
H -5.506 -0.964 3.667
H -4.983 1.863 4.547
C 2.643 -1.121 5.481
C 3.700 -0.377 6.354
O 3.140 0.578 7.226
O 2.315 -0.198 4.469
H 1.833 -1.334 6.179
H 3.141 -2.007 5.089
H 4.442 0.020 5.662
H 4.164 -1.133 6.988
H 2.824 1.393 6.828
H 2.242 -0.684 3.645
C 0.147 -4.601 -1.380
C 0.815 -4.424 -2.751
C -0.015 -3.465 -3.614
O 0.603 -3.154 -4.855
C -0.199 -2.284 -5.705
N 2.047 -3.698 -2.451
H -0.789 -5.160 -1.367
H -0.117 -3.648 -0.922
H 0.859 -5.000 -0.657
H 1.086 -5.350 -3.258
H -0.219 -2.537 -3.080
H -0.916 -4.066 -3.732
H -1.249 -2.560 -5.800
H 0.368 -2.285 -6.636
H -0.155 -1.299 -5.240
H 1.819 -3.071 -1.693
H 2.240 -3.126 -3.261
C -3.822 0.092 -1.246
C -5.341 0.014 -1.320
C -5.945 1.383 -1.725
O -5.835 2.438 -0.725
C -6.452 2.334 0.542
N -5.721 -1.115 -2.138
H -3.394 0.889 -0.638
H -3.412 0.311 -2.232
H -3.419 -0.861 -0.904
H -5.772 -0.175 -0.336
H -7.005 1.273 -1.956
H -5.510 1.699 -2.674
H -7.477 2.030 0.328
H -6.464 3.309 1.029
H -5.940 1.658 1.226
H -5.219 -1.941 -1.844
H -6.657 -1.449 -1.962
C -2.056 2.684 -3.280
C -1.120 2.027 -4.295
C -1.363 2.338 -5.762
O -0.567 1.404 -6.530
C -0.532 1.648 -7.929
N 0.197 2.405 -3.946
H -1.876 3.731 -3.040
H -1.920 2.139 -2.346
H -3.129 2.608 -3.454
H -1.315 0.970 -4.117
H -1.112 3.377 -5.977
H -2.416 2.257 -6.031
H 0.250 1.028 -8.367
H -0.274 2.688 -8.129
H -1.429 1.299 -8.441
H 0.077 3.341 -3.588
H 0.758 2.384 -4.785
*
```


| no. | energy (eV) |
| --- | --- |
| 1 | -134179.957 |
| 2 | -94311.681 |